(1)
Density functional theory data (the ωB97M-V functional and the def2-TZVPD basis) for an isolated molecule of C3H3N3O in a non-equilibrium geometry.

Geometry as ORCA input:
```
! wB97M-V def2-TZVPD RIJCOSX def2/J DEFGRID3
* xyz 0 1
H 0.59279 0.94028 2.07166
N 1.33938 0.77884 1.34087
C 0.56889 0.44400 0.40707
N 1.07652 -0.08504 -0.86283
N -0.05661 -0.47552 -1.57851
C -1.18168 -0.48993 -0.89566
C -0.76224 -0.30360 0.51722
O -1.11091 -0.45547 1.65493
H 1.57644 0.69094 -1.55811
H -2.04259 -1.04450 -1.09662
*
```

DFT total energy   -355.51642 Eh
Relative energy (zero: lowest compared OMol25 entry of this formula, charge and spin)   3.3597 eV
SMILES string   [H]/N=C1/NN=CC1=O
HOMO   -10.0 eV
Max |F|   4.53 eV/A

---

(2)
Density functional theory data (the ωB97M-V functional and the def2-TZVPD basis) for a structure of composition C3H3N3O in a non-equilibrium geometry.

Geometry as ORCA input:
```
! wB97M-V def2-TZVPD RIJCOSX def2/J DEFGRID3
* xyz 0 1
O 2.54010 0.61669 0.32713
C 1.74885 -0.28904 0.35208
N 0.35135 -0.09168 0.43915
C -0.28571 0.98372 -0.07999
N -1.60079 0.97427 0.04833
C -1.71207 -0.37879 -0.08981
N -0.58207 -1.06342 -0.10442
H 1.99987 -1.35698 0.31638
H 0.20563 1.46374 -0.92181
H -2.66518 -0.85851 -0.28705
*
```

DFT total energy   -355.51261 Eh
Relative energy (zero: lowest compared OMol25 entry of this formula, charge and spin)   3.4634 eV
HOMO   -9.6 eV
Max |F|   3.52 eV/A

---

Q: Among the records above, which one has the lowest HOMO?
A: number 1